Molecular formula: C4H7NS2
Method: DFT, ωB97M-V/def2-TZVPD

For the orbital gap, the calculation gives 0.33368 Eh. The energy above the lowest of the compared OMol25 structures with the same formula, charge and spin comes out at 135.6 kJ/mol. The SMILES is S=CN1C[C@@H]1CS. Its LUMO energy is 0.43 eV.

ORCA input file:
```
! wB97M-V def2-TZVPD RIJCOSX def2/J DEFGRID3
* xyz 0 1
S 1.460 -1.667 0.041
C 1.808 -0.064 0.058
N 1.068 0.945 -0.392
C 0.714 2.228 0.141
C -0.325 1.267 -0.415
C -1.226 0.595 0.588
S -2.298 -0.714 -0.116
H 2.810 0.273 0.362
H 1.026 3.101 -0.477
H 0.697 2.359 1.208
H -0.688 1.521 -1.431
H -0.639 0.185 1.414
H -1.886 1.390 1.017
H -1.227 -1.503 -0.375
*
```